Entry 1:
{
  "formula": "C3HGaO3",
  "method": "the ωB97M-V functional and the def2-TZVPD basis",
  "species": ["O", "C", "H", "C", "O", "C", "O", "Ga"],
  "xyz": [[-0.87660, 0.44351, -0.46046], [-0.01658, 1.54906, -0.32218], [-0.45493, 2.51388, -0.55925], [1.10695, 1.26087, 0.36017], [1.09226, -0.08554, 0.65887], [-0.26292, -0.59379, 0.10878], [-0.53155, -1.74259, -0.25131], [-0.05662, -3.34541, 0.46539]],
  "mulliken_charge": [-0.289, -0.069, 0.345, -0.624, -0.035, 0.668, -0.094, 0.098],
  "orbital_gap_ha": 0.2546,
  "relative_energy_kcal_mol": 0.0
}

=====

Entry 2:
{
  "formula": "C6H35NO10",
  "method": "the ωB97M-V functional and the def2-TZVPD basis",
  "species": ["C", "C", "N", "C", "C", "C", "C", "H", "H", "H", "H", "H", "H", "H", "H", "H", "H", "H", "H", "H", "H", "H", "H", "H", "O", "H", "H", "O", "H", "H", "O", "H", "H", "O", "H", "H", "O", "H", "H", "O", "H", "H", "O", "H", "H", "O", "H", "H", "O", "H", "H", "O"],
  "xyz": [[4.15211, 0.52306, 0.71746], [2.97397, 1.27820, 0.09213], [1.80886, 0.51948, -0.34953], [0.65402, 0.46654, 0.48797], [0.94168, 0.09647, 1.97307], [2.04077, -0.63724, -1.17772], [2.22385, -1.99442, -0.49092], [3.93322, 0.11499, 1.70166], [4.94798, 1.24943, 0.92612], [4.54654, -0.09673, -0.08352], [2.50492, 2.07848, 0.66079], [3.37340, 1.70898, -0.83580], [-0.09362, -0.28050, 0.20666], [0.04883, 1.38095, 0.40146], [1.47897, -0.84187, 1.89431], [0.09106, -0.23338, 2.56318], [1.58632, 0.81731, 2.48029], [3.00380, -0.52149, -1.67937], [1.23449, -0.71602, -1.90101], [3.21674, -2.21992, -0.09073], [2.05581, -2.76732, -1.24987], [1.54058, -2.25223, 0.32340], [-1.56834, -0.33132, -4.10652], [-0.57047, -1.36505, -4.20642], [-1.47715, -1.23633, -4.48445], [-1.64887, -2.64077, -1.96071], [-2.41010, -1.61016, -2.85091], [-2.53075, -2.31875, -2.18112], [-3.88306, -2.65284, -0.88168], [-4.90884, -2.67183, 0.25677], [-4.24596, -2.11882, -0.15449], [-2.63506, 0.15969, 2.66772], [-3.06775, 0.40422, 4.06386], [-2.31891, 0.62388, 3.47388], [-3.00309, 3.14297, 0.51855], [-1.52346, 3.02245, 0.74305], [-2.19865, 2.94435, 0.03161], [-1.51540, 2.26569, 2.87049], [-0.32597, 1.89059, 2.18817], [-0.76001, 2.70512, 2.41652], [-2.98706, 0.81847, 0.25355], [-3.47422, -0.66981, 0.23627], [-3.32321, 0.09877, 0.82696], [1.08216, 1.97918, -1.46236], [1.54237, 2.27915, -2.92352], [0.96518, 1.72549, -2.38678], [1.56399, -2.69096, 3.39778], [0.22536, -3.26342, 2.87581], [0.65479, -2.44929, 3.17308], [-0.59201, 1.53586, -3.30641], [-1.79084, 1.47143, -2.37680], [-1.53898, 1.27926, -3.28190]],
  "mulliken_charge": [-1.264, -0.887, 1.313, -0.600, -1.717, -0.834, -1.237, 0.296, 0.446, 0.319, 0.458, 0.196, 0.402, -0.050, 0.000, 1.110, 0.067, 0.416, 0.168, 0.212, 0.708, -0.106, 0.488, 0.333, -0.776, 0.238, 0.241, -0.565, 0.334, 0.319, -0.703, 0.332, 0.286, -0.635, 0.297, 0.366, -0.753, 0.386, 0.394, -0.747, 0.289, 0.506, -0.735, 0.149, 0.194, -0.514, 0.187, 0.338, -0.565, 0.352, 0.271, -0.725],
  "total_charge": -1,
  "orbital_gap_ha": [0.0728, 0.2989],
  "spin_multiplicity": 2,
  "relative_energy_kcal_mol": 7.5,
  "s_squared": 0.7505
}

=====

Entry 3:
{
  "formula": "C33H28Cl3N4O10S2V",
  "method": "the ωB97M-V functional and the def2-TZVPD basis",
  "species": ["V", "O", "C", "C", "C", "N", "C", "C", "C", "O", "O", "C", "O", "O", "H", "H", "H", "Cl", "C", "C", "C", "C", "C", "C", "N", "C", "C", "N", "C", "O", "C", "C", "C", "Cl", "S", "C", "C", "C", "Cl", "C", "H", "H", "H", "H", "H", "H", "H", "H", "H", "H", "H", "H", "H", "C", "C", "C", "C", "C", "C", "C", "S", "O", "O", "N", "C", "C", "C", "O", "O", "H", "H", "H", "H", "H", "H", "H", "H", "H", "H", "H", "H"],
  "xyz": [[-1.73947, 0.54877, 0.91635], [-3.96082, 2.94917, 5.95050], [-3.44378, 2.37697, 4.89065], [-2.79466, 1.12375, 4.90345], [-2.26632, 0.64669, 3.72373], [-2.36028, 1.33087, 2.58681], [-2.96953, 2.51318, 2.54874], [-3.53181, 3.08014, 3.66545], [-2.87391, 3.03521, 1.12143], [-3.35172, 4.05158, 0.71296], [-2.17645, 2.15492, 0.45386], [-1.47691, -0.62092, 3.42083], [-1.04819, -1.38399, 4.24293], [-1.32308, -0.65763, 2.13396], [-3.88696, 2.43316, 6.76751], [-2.69649, 0.54825, 5.81258], [-4.02268, 4.04061, 3.62948], [3.29764, -0.23978, 6.14575], [3.36184, -0.70081, 4.49627], [2.31765, -1.44324, 3.94240], [2.39162, -1.82152, 2.61425], [3.47173, -1.46404, 1.81069], [3.46856, -1.81989, 0.33832], [3.21498, -0.51886, -0.48667], [2.17717, 0.27922, 0.10309], [2.29710, 1.53947, 0.61225], [1.07294, 1.88179, 1.10708], [0.22481, 0.83338, 0.91331], [0.92138, -0.11943, 0.31287], [4.70219, -2.38007, -0.04523], [4.64082, -3.42246, -0.99436], [3.95038, -4.65574, -0.47824], [4.15366, -5.15912, 0.80049], [5.16767, -4.51328, 1.98716], [3.22047, -6.60254, 1.09622], [2.57056, -6.51780, -0.47751], [3.03636, -5.44227, -1.19538], [4.49857, -0.70137, 2.38270], [5.85235, -0.18898, 1.45563], [4.45549, -0.33886, 3.72065], [1.45947, -1.71553, 4.54092], [1.58523, -2.40797, 2.19619], [2.64899, -2.53036, 0.15729], [2.93105, -0.77415, -1.51031], [4.14335, 0.05420, -0.49904], [3.21179, 2.09492, 0.57541], [0.74909, 2.78751, 1.59130], [0.50428, -1.06540, 0.00686], [5.68812, -3.65980, -1.21018], [4.15885, -3.09296, -1.92333], [1.86521, -7.25662, -0.80684], [2.74874, -5.23609, -2.21043], [5.26056, 0.24555, 4.13861], [-2.12365, 5.11978, -5.91988], [-1.81731, 3.93384, -5.07575], [-2.01909, 3.96157, -3.69492], [-1.81257, 2.82685, -2.93081], [-1.36429, 1.67326, -3.54833], [-1.11973, 1.62589, -4.91119], [-1.35760, 2.75442, -5.67000], [-1.18516, 0.18358, -2.60480], [0.01231, -0.53311, -2.91428], [-1.33322, 0.54314, -1.19035], [-2.47172, -0.72002, -3.11030], [-3.78279, -0.50828, -2.54056], [-4.09268, -1.46629, -1.37529], [-3.05749, -1.22773, -0.29968], [-3.29810, -0.26529, 0.52632], [-2.00069, -1.83558, -0.24717], [-2.18398, 6.03306, -5.33673], [-3.08710, 4.96787, -6.40616], [-1.38227, 5.24284, -6.70525], [-2.35440, 4.86883, -3.21612], [-1.99442, 2.81829, -1.86470], [-0.75220, 0.71330, -5.35014], [-1.19387, 2.72543, -6.73627], [-2.25355, -1.67611, -3.33981], [-4.53231, -0.63180, -3.32823], [-3.81495, 0.52591, -2.18690], [-4.03252, -2.50073, -1.71755], [-5.09225, -1.25067, -0.99448]],
  "mulliken_charge": [-0.564, -0.460, 0.781, -0.446, 0.254, 0.463, 0.457, -0.661, 0.328, -0.515, -0.202, 0.256, -0.549, -0.350, 0.355, 0.517, 0.643, -0.200, 0.299, -1.179, 0.176, -0.335, -0.131, -1.423, 0.689, -0.901, -0.858, 1.359, -0.855, -0.173, -0.620, 0.326, 0.608, -0.154, -0.143, -0.427, -0.891, 0.872, -0.157, -0.820, 0.594, 0.638, 0.302, 0.330, 0.477, 0.594, 0.682, 0.526, 0.309, 0.295, 0.447, 0.408, 0.497, -1.548, 0.901, -1.005, -0.047, 0.545, -0.978, -0.806, 1.165, -0.833, -0.041, -0.194, -0.833, -0.773, 0.816, -0.094, -0.394, 0.382, 0.323, 0.400, 0.437, 0.377, 0.492, 0.443, 0.318, 0.432, 0.288, 0.377, 0.380],
  "total_charge": 2,
  "orbital_gap_ha": [0.0934, 0.0934],
  "relative_energy_kcal_mol": 29.4
}

=====

Repeat the first record exactly.
{
  "formula": "C3HGaO3",
  "method": "the ωB97M-V functional and the def2-TZVPD basis",
  "species": ["O", "C", "H", "C", "O", "C", "O", "Ga"],
  "xyz": [[-0.87660, 0.44351, -0.46046], [-0.01658, 1.54906, -0.32218], [-0.45493, 2.51388, -0.55925], [1.10695, 1.26087, 0.36017], [1.09226, -0.08554, 0.65887], [-0.26292, -0.59379, 0.10878], [-0.53155, -1.74259, -0.25131], [-0.05662, -3.34541, 0.46539]],
  "mulliken_charge": [-0.289, -0.069, 0.345, -0.624, -0.035, 0.668, -0.094, 0.098],
  "orbital_gap_ha": 0.2546,
  "relative_energy_kcal_mol": 0.0
}